Entry 1:
11
Properties=species:S:1:pos:R:3:mulliken_charge:R:1 method="wB97M-V/def2-TZVPD" smiles="C=NOCC=O" relative_energy_kj_mol=479.9 homo_ev=-10.040 charge=0
C 1.28288 1.09969 0.01779 -0.307
N 1.78903 -0.11366 -0.24585 -0.217
O 0.85355 -1.11008 -0.32888 -0.189
C -0.43620 -0.79705 0.37756 -0.560
C -1.40550 -0.11996 -0.48738 0.070
O -2.45328 0.37627 -0.04474 -0.494
H 0.08052 1.21502 0.09970 0.299
H 2.17892 1.74199 0.29961 0.298
H -0.23935 -0.53979 1.41579 0.468
H -0.68234 -1.91030 0.41756 0.242
H -0.96824 0.15786 -1.52116 0.388

---

Entry 2:
11
Properties=species:S:1:pos:R:3:mulliken_charge:R:1 method="wB97M-V/def2-TZVPD" relative_energy_kj_mol=282.9 homo_ev=-9.481 charge=0
C 1.21294 -0.89492 -1.01312 -0.813
C 0.74196 0.47463 0.34063 0.383
O 1.15212 1.33595 1.08583 -0.493
C -0.73512 0.16627 0.26456 0.517
O -1.03743 -0.71154 -0.51212 -0.573
N -1.59458 0.84687 1.02332 -0.378
H 1.87223 -1.52693 -0.43833 0.315
H 0.53557 -1.58875 -1.57452 0.267
H 1.69030 -0.27934 -1.75919 0.316
H -1.26691 1.56674 1.64414 0.221
H -2.57107 0.61103 0.93881 0.238